{"formula": "C23H21Cl2F5GeIrN3O2S", "method": "ωB97M-V/def2-TZVPD", "elements": ["Ir", "N", "N", "C", "N", "S", "H", "H", "H", "H", "H", "F", "C", "F", "C", "F", "F", "F", "C", "C", "C", "C", "C", "C", "Ge", "C", "C", "C", "C", "C", "C", "C", "C", "C", "C", "C", "C", "H", "H", "H", "H", "H", "H", "H", "H", "H", "H", "H", "H", "H", "H", "H", "Cl", "C", "Cl", "C", "O", "O", "H"], "xyz": [[-0.200, -0.234, 0.297], [2.218, -0.010, -0.169], [2.662, 1.300, -0.068], [1.770, 2.287, -0.108], [2.192, 3.532, 0.038], [0.096, 2.011, -0.438], [2.662, -0.604, 0.523], [2.371, -0.401, -1.095], [3.626, 1.484, 0.173], [3.149, 3.757, 0.261], [1.522, 4.284, 0.006], [1.617, 0.276, 2.373], [0.299, -0.010, 2.232], [-0.371, 1.001, 2.789], [-0.002, -1.308, 3.045], [-0.128, -1.047, 4.335], [-1.147, -1.840, 2.610], [0.975, -2.189, 2.861], [-3.851, 4.005, -2.160], [-3.048, 3.062, -2.787], [-2.731, 1.883, -2.127], [-3.228, 1.626, -0.842], [-4.041, 2.576, -0.229], [-4.353, 3.757, -0.890], [-2.676, -0.020, 0.032], [-3.505, -0.024, 1.807], [-4.197, -1.132, 2.296], [-4.567, -1.189, 3.633], [-4.249, -0.146, 4.491], [-3.562, 0.961, 4.016], [-3.200, 1.028, 2.677], [-3.399, -1.565, -0.890], [-3.104, -2.843, -0.420], [-3.483, -3.963, -1.145], [-4.152, -3.808, -2.350], [-4.465, -2.539, -2.818], [-4.095, -1.416, -2.091], [-4.082, 4.936, -2.660], [-2.666, 3.245, -3.783], [-2.096, 1.151, -2.618], [-4.442, 2.395, 0.760], [-4.991, 4.487, -0.410], [-4.448, -1.956, 1.640], [-5.092, -2.060, 4.005], [-4.540, -0.197, 5.532], [-3.286, 1.766, 4.687], [-2.651, 1.891, 2.319], [-2.571, -2.968, 0.515], [-3.244, -4.951, -0.772], [-4.435, -4.679, -2.925], [-5.000, -2.420, -3.751], [-4.352, -0.429, -2.457], [-0.668, -4.757, 1.336], [0.381, -4.453, -0.057], [2.088, -4.534, 0.415], [0.069, -3.097, -0.703], [-0.430, -3.073, -1.791], [0.459, -2.047, 0.015], [0.186, -5.221, -0.795]], "forces_ev_per_angstrom": [[1.182, 1.291, -1.633], [0.133, -0.577, -0.053], [-0.084, 0.163, 0.089], [0.178, -0.060, 0.153], [-0.116, -0.006, -0.008], [-0.622, -0.581, 0.391], [-0.020, 0.057, 0.058], [0.164, 0.136, -0.032], [0.040, -0.042, -0.093], [0.020, 0.031, -0.118], [0.005, 0.011, 0.059], [0.202, 0.021, 0.059], [-0.640, -0.304, 0.097], [-0.014, 0.274, 0.045], [-0.124, -0.120, -0.191], [0.148, 0.097, 0.086], [-0.046, -0.022, 0.075], [0.106, 0.008, 0.086], [0.013, 0.007, 0.013], [0.055, -0.060, -0.010], [-0.157, 0.126, 0.097], [0.818, 0.053, -0.440], [-0.039, -0.024, 0.010], [-0.016, -0.002, -0.005], [-1.789, -0.183, 1.139], [0.653, 0.125, 0.048], [0.007, 0.143, 0.089], [-0.063, -0.006, -0.102], [-0.017, -0.041, 0.062], [0.008, 0.136, -0.122], [-0.148, -0.272, 0.183], [0.646, 0.043, -0.376], [-0.117, -0.030, -0.156], [-0.045, 0.023, 0.139], [-0.040, -0.018, -0.032], [-0.112, 0.048, 0.049], [0.100, -0.119, 0.027], [-0.043, -0.023, -0.018], [-0.010, 0.011, 0.007], [-0.027, 0.013, -0.046], [-0.004, -0.006, -0.006], [0.005, -0.004, 0.004], [0.019, -0.003, 0.001], [-0.043, 0.042, 0.015], [0.044, -0.013, 0.002], [-0.092, 0.004, 0.010], [-0.011, 0.000, 0.006], [0.056, -0.017, 0.023], [-0.019, 0.000, -0.013], [0.004, 0.007, -0.004], [-0.007, -0.023, 0.006], [0.062, -0.002, -0.039], [0.013, 0.013, -0.064], [0.144, 0.191, 0.176], [0.001, -0.019, -0.078], [-0.059, -0.301, -0.218], [0.008, 0.411, -0.022], [-0.356, -0.571, 0.590], [0.047, -0.034, -0.014]], "lowdin_charge": [1.09, -0.02, -0.03, -0.73, 0.15, 0.76, 0.12, 0.13, 0.18, 0.14, 0.12, 0.07, -0.52, 0.08, -0.61, 0.20, 0.12, 0.15, -0.07, -0.08, -0.18, -0.35, -0.09, -0.07, 0.92, -0.31, -0.10, -0.07, -0.07, -0.07, -0.15, -0.31, -0.16, -0.07, -0.06, -0.07, -0.09, 0.11, 0.11, 0.10, 0.10, 0.11, 0.09, 0.11, 0.11, 0.11, 0.09, 0.06, 0.11, 0.11, 0.11, 0.10, 0.67, -0.98, 0.63, -0.70, 0.13, -0.28, 0.07], "spin_multiplicity": 2, "s2": 0.76, "total_charge": 1, "homo_lumo_gap_ha": [0.261, 0.226], "homo_ev": [-11.440, -11.409], "de_lowest_ev": 1.289}